## A
Density functional theory data (ωB97M-V/def2-TZVPD) for a structure of composition C3H8N3.

Cartesian coordinates (Å):
C 0.89641 0.64584 -0.06785
C 0.98591 -0.76795 0.08673
C -0.77605 0.98965 -0.00663
N -1.39794 0.15793 -1.00697
N -1.33602 0.09876 0.99340
N -1.14930 -0.85379 -0.02175
H 1.52467 1.18635 0.73212
H 1.11243 1.07738 -1.02502
H 1.37340 -1.55514 -0.69602
H 1.03471 -1.26638 1.17387
H -0.93755 2.15028 0.09150
H -0.81848 0.04448 -1.85010
H -0.96835 -0.01430 1.93442
H -1.77738 -1.65688 -0.11138

As for the HOMO-LUMO gap: 9.6 eV. The charge is +1. The calculation puts the HOMO energy at -14.58 eV. Its LUMO energy is -4.969 eV.

## B
Density functional theory data (ωB97M-V/def2-TZVPD) for the ion C3H8N3 with charge +1.

Cartesian coordinates (Å):
N 1.64671 -0.01848 -2.13641
N 0.54001 -0.32048 -1.52710
C 0.09415 0.67097 -0.38256
N -0.88779 0.44232 0.66415
C -0.62600 -0.13351 2.00429
C -1.35400 -0.89783 1.02560
H 2.34031 0.63368 -1.95415
H 1.93975 -0.34517 -3.05993
H 1.05750 1.12741 0.08076
H -0.38445 1.49549 -0.94879
H -1.30487 0.34838 2.67519
H 0.33501 -0.44961 2.10842
H -1.02529 -1.65691 0.26764
H -2.37103 -0.89627 1.18287

As for the HOMO-LUMO gap (spin up / spin down): 6.7 / 6.7 eV. The charge is +1. The calculation puts the HOMO energy (spin up / spin down) at -13.57 / -13.57 eV. Its LUMO energy (spin up / spin down) is -6.902 / -6.902 eV.

Least stable of them? B.

## A
Density functional theory data (ωB97M-V/def2-TZVPD) for the ion C3H8N3 with charge +1.

Cartesian coordinates (Å):
C -1.14088 0.75870 -0.98804
N -0.08852 -0.27238 -0.61770
C 0.97487 0.09553 0.18793
N 0.91504 -0.83706 1.40094
C -0.16750 -1.62872 1.29860
N -0.89913 -1.49781 0.25959
H -1.54697 0.44049 -1.91830
H -1.99028 0.78938 -0.18235
H -0.52636 1.67313 -0.78524
H 0.04221 -1.02443 -1.31051
H 0.84022 1.16624 0.49282
H 1.95197 0.07148 -0.34789
H 1.77069 -1.00919 1.96579
H -0.36715 -2.27294 2.06604

As for the HOMO-LUMO gap: 10.9 eV. The charge is +1. The calculation puts the HOMO energy at -14.52 eV. Its LUMO energy is -3.630 eV.

## B
Density functional theory data (ωB97M-V/def2-TZVPD) for the ion C3H8N3 with charge +1.

Cartesian coordinates (Å):
C -2.72168 -0.13648 -0.31807
N -1.86545 0.39700 0.38113
N -0.69445 0.85390 0.19054
C 0.41737 0.23850 0.08399
C 0.89301 -1.13047 0.41421
N 1.64929 1.17164 -0.13260
H -2.68230 -0.08386 -1.34407
H -3.52448 -0.45378 0.21036
H 0.23135 -1.88706 -0.08077
H 0.92682 -1.28096 1.41995
H 1.79614 -1.34480 -0.04559
H 1.24167 2.08942 -0.18401
H 1.97657 0.78589 -1.09373
H 2.35615 0.78106 0.49865

As for the HOMO-LUMO gap: 9.8 eV. The charge is +1. The calculation puts the HOMO energy at -13.56 eV. Its LUMO energy is -3.711 eV.

Least stable of them? B.

## A
Density functional theory data (ωB97M-V/def2-TZVPD) for the molecule C3H6N2O2.

Cartesian coordinates (Å):
C 0.31750 -0.10798 1.90663
C 0.39188 0.15145 -0.58367
C -0.88796 -0.14369 -0.77526
N 0.76775 -0.56773 2.99645
N -1.44947 -0.09467 -2.05892
O 1.38498 0.52144 -1.38714
O 0.98130 -0.15331 0.69324
H -0.76251 0.36907 1.94547
H -1.59158 -0.33045 0.05446
H 1.64168 -0.95693 2.84090
H -2.22478 0.61753 -2.21104
H -0.69710 0.03805 -2.71556
H 2.12832 0.65724 -0.70554

As for the HOMO-LUMO gap (spin up / spin down): 4.7 / 9.4 eV. As for the multiplicity: 3. The calculation puts the HOMO energy (spin up / spin down) at -4.11 / -10.56 eV. Its LUMO energy (spin up / spin down) is 0.638 / -1.183 eV. The expectation value of S² is 2.006.

## B
Density functional theory data (ωB97M-V/def2-TZVPD) for a cluster of 2 separate species, C3H6N2O2 in total.

Cartesian coordinates (Å):
C 0.49489 1.04250 1.43131
C -0.48979 0.19721 1.39963
C -0.68604 0.31714 -2.17342
N 1.51966 1.17846 -2.53336
N -0.27059 -0.95186 -2.32345
O 1.98769 2.22045 -2.85142
O 0.12588 1.30889 -2.50128
H 1.42685 0.83160 1.77418
H 0.25589 2.04522 1.02719
H -0.19342 -0.80902 1.51323
H -1.45301 0.50763 0.91142
H -0.84320 -1.70351 -2.08385
H 0.52902 -1.24507 -2.92649

As for the HOMO-LUMO gap (spin up / spin down): 8.4 / 7.2 eV. As for the multiplicity: 3. The calculation puts the HOMO energy (spin up / spin down) at -7.70 / -9.60 eV. Its LUMO energy (spin up / spin down) is 0.727 / -2.353 eV. The expectation value of S² is 2.014.

Least stable of them? B.

## A
Density functional theory data (ωB97M-V/def2-TZVPD) for the molecule CH5NOS.

Cartesian coordinates (Å):
O 1.73494 0.76030 0.52897
C 0.73587 -0.18505 -0.04939
N -0.86102 -0.50028 0.33182
S -2.03279 0.65591 -0.02036
H 1.16940 1.36322 1.02408
H 0.60904 0.02595 -1.07462
H 1.22184 -1.26652 0.05298
H -0.85057 -0.61111 1.32297
H -2.24062 0.02221 -1.06967

As for the HOMO-LUMO gap: 9.8 eV. The calculation puts the HOMO energy at -9.12 eV. Its LUMO energy is 0.679 eV.

## B
Density functional theory data (ωB97M-V/def2-TZVPD) for the molecule CH5NOS.

Cartesian coordinates (Å):
C 1.25509 0.04288 -0.13310
O 0.19215 -0.79143 -0.25345
N -0.99792 -0.21826 0.68986
S -2.33914 0.32546 -0.19254
H 2.05053 -0.41363 -0.52181
H 1.57721 0.15048 0.99777
H 1.02457 0.89076 -0.74403
H -1.06564 -1.05790 1.25149
H -1.69685 1.07163 -1.09417

As for the HOMO-LUMO gap: 9.4 eV. The calculation puts the HOMO energy at -8.63 eV. Its LUMO energy is 0.770 eV.

## C
Density functional theory data (ωB97M-V/def2-TZVPD) for a cluster of 2 separate species, CH5NOS in total.

Cartesian coordinates (Å):
N 0.30236 -1.46876 -0.30582
C -0.90360 -1.03800 -0.71504
O -1.40623 -1.21759 -1.80165
H 0.98955 -1.91335 -0.90099
H 0.50766 -1.47046 0.67395
H -1.49399 -0.50448 0.04551
S 0.40439 2.85664 0.52395
H 1.42972 1.97181 0.62814
H 0.17013 2.78419 1.85195

As for the HOMO-LUMO gap: 10.4 eV. The calculation puts the HOMO energy at -9.87 eV. Its LUMO energy is 0.571 eV.

Least stable of them? B.

## A
Density functional theory data (ωB97M-V/def2-TZVPD) for a cluster of 3 separate species, C2H4N2O2S in total.

Cartesian coordinates (Å):
C 0.19039 1.27837 0.04056
C -0.88283 1.01097 0.73231
N 0.02332 -1.51194 -3.03041
N -0.87288 -1.06109 -2.58072
O -0.01931 -1.64568 1.90652
O 1.96889 -1.71610 0.39322
S 1.14740 -1.00321 1.33063
H 0.13064 1.17202 -1.08316
H 1.08685 1.83519 0.28933
H -1.04644 1.05538 1.85001
H -1.72602 0.58609 0.15172

As for the HOMO-LUMO gap: 9.8 eV. The calculation puts the HOMO energy at -10.47 eV. Its LUMO energy is -0.694 eV.

## B
Density functional theory data (ωB97M-V/def2-TZVPD) for a structure of composition C2H4N2O2S.

Cartesian coordinates (Å):
C -0.88340 -0.50517 0.52175
C 0.45405 1.40781 0.88291
H 1.08823 -2.36369 -1.24889
H -1.30330 -0.12341 1.50420
H 0.94041 1.20712 -1.69376
H -0.38192 1.61307 1.76303
N -1.33503 -1.54543 0.02087
N 0.34131 0.32912 0.11646
O 0.50104 0.40840 -1.38982
O 1.18238 2.28629 0.56014
S -0.60377 -2.71410 -1.03689

As for the HOMO-LUMO gap: 9.0 eV. The calculation puts the HOMO energy at -9.08 eV. Its LUMO energy is -0.065 eV.

Least stable of them? B.

## A
Density functional theory data (ωB97M-V/def2-TZVPD) for a structure of composition C2H8N3O2.

Cartesian coordinates (Å):
C -0.27255 0.35932 -0.15661
C 0.87498 -0.68109 -0.23049
N -2.79435 1.03507 0.29186
N -2.11232 -0.09371 0.35407
N 2.03537 0.19692 0.14180
O -0.01971 1.53768 -0.06198
O -2.48832 -0.91994 -0.65789
H 1.05251 -0.98201 -1.24965
H 0.89420 -1.46468 0.50330
H -2.58745 1.76738 0.88495
H -3.13015 1.37099 -0.65385
H 1.52841 1.09816 -0.21567
H 2.80921 0.04209 -0.43553
H 2.29711 0.00281 1.09258
H -2.37392 -1.88312 -0.46014

As for the HOMO-LUMO gap (spin up / spin down): 8.5 / 8.5 eV. The charge is +1. The calculation puts the HOMO energy (spin up / spin down) at -12.05 / -12.05 eV. Its LUMO energy (spin up / spin down) is -3.555 / -3.557 eV.

## B
Density functional theory data (ωB97M-V/def2-TZVPD) for a cluster of 2 separate species, C2H8N3O2 in total.

Cartesian coordinates (Å):
C -2.34940 1.54569 0.92576
C 1.44389 -2.20496 -0.30318
N 1.98720 0.83352 -1.21153
N -0.35264 0.81130 -0.03411
N 0.54847 -0.05648 -0.24873
O -1.58838 0.46805 0.39864
O 0.35739 -1.32663 -0.03416
H -2.51352 2.32498 0.17810
H -1.87959 1.96061 1.82008
H -3.30342 1.08915 1.19637
H 1.05345 -3.19851 -0.08762
H 2.29121 -1.98884 0.35170
H 1.74288 -2.13952 -1.35140
H 2.70999 0.11327 -1.25523
H -0.14752 1.76838 -0.34471

As for the HOMO-LUMO gap (spin up / spin down): 8.2 / 8.0 eV. The charge is +1. The calculation puts the HOMO energy (spin up / spin down) at -13.97 / -13.70 eV. Its LUMO energy (spin up / spin down) is -5.802 / -5.714 eV.

Least stable of them? B.